Formula: C4H3LiO4
Source: the OMol25 dataset
Level of theory: ωB97M-V/def2-TZVPD

The geometry in XYZ format:
```
12
C4H3LiO4 (ωB97M-V/def2-TZVPD)
C 1.4533 -0.8700 0.1595
C 0.1295 -0.8636 0.1935
H 1.9623 -1.8332 0.1901
H -1.8853 -1.3076 0.2850
O -0.7020 0.1127 -0.2296
C -2.0039 -0.2277 -0.2281
O -2.8350 0.6048 -0.0020
Li -4.6611 0.8956 0.3603
O 1.8064 1.5054 -0.2566
C 2.3469 0.3040 -0.0662
O 3.5473 0.1770 -0.0921
H 0.8415 1.5025 -0.3138
```

**Spin multiplicity**: 2
**Net charge**: +1
**LUMO (spin up / spin down)**: -5.078 / -5.816 eV
**Energy above the lowest of the compared OMol25 structures with the same formula, charge and spin**: 28.2 kcal per mole
**Kohn-Sham gap (spin up / spin down)**: 8.3 / 7.8 eV
**Highest occupied orbital energy (spin up / spin down)**: -13.37 / -13.61 eV

These are the Mulliken partial charges, in e, on atoms 1 to 2: atom 1 (C): -0.26, atom 2 (C): 0.08